Record 1
# C38H58N8O3S3

A cluster of 11 separate species, C38H58N8O3S3 in total in a non-equilibrium geometry (ωB97M-V/def2-TZVPD, OMol25).

Properties
- Kohn-Sham gap: 8.289 eV
- Energy relative to the best compared isomer or geometry (same formula, charge and spin): 113.8 kcal per mole
- Lowest unoccupied orbital energy: 0.25 eV
- HOMO energy: -8.04 eV

Cartesian coordinates (Å):
C: 5.09 1.79 -3.87
S: 5.76 3.22 -2.84
O: 4.90 3.41 -1.64
C: 7.33 2.40 -2.16
H: 5.77 1.45 -4.64
H: 4.17 2.15 -4.34
H: 4.73 0.96 -3.27
H: 7.13 1.41 -1.74
H: 7.66 3.01 -1.32
H: 8.10 2.26 -2.92
C: -1.89 -5.71 1.79
S: -3.34 -6.88 2.07
O: -4.04 -6.56 3.37
C: -4.17 -5.97 0.70
H: -2.08 -4.72 2.23
H: -1.46 -5.64 0.80
H: -1.10 -6.18 2.37
H: -3.64 -6.12 -0.24
H: -4.30 -4.91 0.89
H: -5.24 -6.08 0.55
C: 4.92 -2.11 5.84
S: 3.50 -2.98 5.11
O: 3.60 -2.71 3.59
C: 4.17 -4.74 5.11
H: 4.69 -1.05 5.81
H: 5.79 -2.32 5.21
H: 5.08 -2.30 6.90
H: 3.91 -5.36 4.25
H: 3.96 -5.14 6.10
H: 5.26 -4.74 5.23
N: 3.16 5.11 5.78
C: 2.16 4.29 6.29
C: 1.65 3.50 5.29
C: 2.37 3.84 4.17
C: 3.27 4.85 4.48
H: 3.66 5.79 6.33
H: 1.85 4.38 7.32
H: 0.91 2.72 5.38
H: 2.23 3.26 3.27
H: 3.97 5.35 3.84
N: 6.60 1.81 3.31
C: 7.65 2.50 3.74
C: 8.80 1.88 3.25
C: 8.39 0.77 2.46
C: 7.07 0.75 2.58
H: 5.65 2.14 3.45
H: 7.52 3.42 4.29
H: 9.80 2.22 3.45
H: 8.91 0.00 1.90
H: 6.28 0.19 2.10
N: 0.71 -0.68 0.45
C: 1.41 0.28 -0.29
C: 0.43 0.88 -1.18
C: -0.79 0.21 -0.96
C: -0.63 -0.66 0.06
H: 1.14 -1.19 1.21
H: 2.41 0.56 0.00
H: 0.66 1.70 -1.85
H: -1.71 0.36 -1.51
H: -1.34 -1.34 0.51
N: -9.24 2.40 -2.17
C: -8.43 2.51 -3.34
C: -7.10 2.12 -2.95
C: -7.17 1.76 -1.61
C: -8.50 1.87 -1.17
H: -10.23 2.51 -2.01
H: -8.92 2.80 -4.25
H: -6.39 2.16 -3.76
H: -6.35 1.45 -0.98
H: -9.09 1.68 -0.29
N: -6.73 -2.64 -3.63
C: -5.52 -3.09 -4.13
C: -5.73 -4.42 -4.56
C: -7.11 -4.60 -4.42
C: -7.70 -3.55 -3.84
H: -6.94 -1.74 -3.21
H: -4.64 -2.48 -3.97
H: -4.98 -4.98 -5.09
H: -7.56 -5.55 -4.67
H: -8.76 -3.37 -3.74
N: -0.58 5.54 -3.83
C: 0.68 5.54 -4.47
C: 0.54 5.61 -5.80
C: -0.87 5.65 -6.04
C: -1.55 5.60 -4.86
H: -0.82 5.50 -2.85
H: 1.63 5.64 -3.96
H: 1.18 5.83 -6.63
H: -1.30 5.60 -7.03
H: -2.62 5.65 -4.69
N: -4.82 3.63 2.36
C: -5.53 2.99 3.34
C: -4.63 1.97 3.84
C: -3.48 2.17 3.14
C: -3.63 3.11 2.22
H: -5.04 4.49 1.87
H: -6.55 3.23 3.63
H: -4.88 1.18 4.53
H: -2.52 1.68 3.17
H: -2.82 3.59 1.69
N: 1.00 -4.81 -3.27
C: 2.11 -5.19 -2.58
C: 2.59 -6.38 -2.96
C: 1.74 -6.76 -4.01
C: 0.80 -5.77 -4.24
H: 0.39 -4.06 -2.95
H: 2.49 -4.40 -1.94
H: 3.31 -7.06 -2.54
H: 1.80 -7.73 -4.47
H: 0.03 -5.59 -4.98

Löwdin population analysis, charges in e, atoms 1 to 5:
1 C -0.248
2 S 0.813
3 O -0.580
4 C -0.241
5 H 0.045

Record 2
# C30H60O32S7

A cluster of 11 separate species, C30H60O32S7 in total in a non-equilibrium geometry (ωB97M-V/def2-TZVPD, OMol25).

Properties
- Expectation value of S²: 0.7542
- Kohn-Sham gap (alpha / beta): 8.634 / 2.628 eV
- Lowest unoccupied orbital energy (alpha / beta): -2.81 / -8.82 eV
- 2S+1: 2
- HOMO energy (alpha / beta): -11.45 / -11.45 eV
- Total charge: +1

Cartesian coordinates (Å):
C: 0.67 -3.04 3.63
C: 0.49 -1.60 4.03
C: -0.94 -1.53 4.33
O: -1.16 -2.82 4.99
C: -0.24 -3.79 4.64
H: 1.70 -3.39 3.67
H: 0.32 -3.14 2.60
H: 0.84 -0.95 3.22
H: 1.13 -1.41 4.88
H: -1.43 -1.44 3.35
H: -1.14 -0.69 4.98
H: -0.64 -4.65 4.09
H: 0.28 -4.06 5.55
C: 4.90 -1.59 1.04
C: 3.92 -2.52 1.67
C: 4.80 -3.49 2.56
O: 6.07 -2.86 2.64
C: 6.28 -1.93 1.57
H: 4.72 -0.54 1.31
H: 4.93 -1.71 -0.04
H: 3.33 -3.06 0.93
H: 3.23 -1.95 2.30
H: 4.96 -4.42 2.02
H: 4.39 -3.69 3.55
H: 6.88 -2.45 0.82
H: 6.86 -1.06 1.90
C: -1.00 -0.77 -4.76
C: -1.09 -1.51 -6.09
C: -1.41 -2.97 -5.68
O: -1.32 -2.95 -4.26
C: -1.61 -1.69 -3.74
H: -1.64 0.11 -4.82
H: -0.01 -0.42 -4.47
H: -0.20 -1.38 -6.71
H: -1.98 -1.23 -6.66
H: -0.67 -3.58 -6.19
H: -2.43 -3.19 -6.01
H: -1.10 -1.59 -2.78
H: -2.70 -1.63 -3.69
C: 0.68 0.59 0.83
C: 1.49 -0.53 0.09
C: 0.83 -0.47 -1.26
O: -0.58 -0.22 -0.98
C: -0.67 0.24 0.34
H: 0.96 1.57 0.46
H: 0.84 0.76 1.90
H: 1.35 -1.51 0.56
H: 2.57 -0.44 0.11
H: 1.03 -1.37 -1.83
H: 1.16 0.40 -1.84
H: -1.05 -0.61 0.90
H: -1.33 1.11 0.40
C: 4.38 5.85 2.59
C: 2.99 6.46 2.29
O: 2.63 5.83 1.04
S: 3.12 4.23 0.99
O: 3.45 3.78 -0.36
O: 2.15 3.46 1.72
O: 4.38 4.57 2.01
H: 4.65 5.81 3.65
H: 5.14 6.52 2.20
H: 2.94 7.54 2.31
H: 2.24 6.06 2.98
C: -3.49 1.55 -2.79
C: -3.77 2.62 -3.83
O: -4.53 3.60 -3.19
S: -5.05 3.24 -1.67
O: -6.23 2.37 -1.77
O: -5.04 4.45 -0.81
O: -3.72 2.21 -1.55
H: -2.53 1.04 -2.86
H: -4.19 0.73 -2.86
H: -4.31 2.24 -4.70
H: -2.87 3.15 -4.14
C: -2.29 4.26 4.40
C: -0.79 4.20 4.03
O: -0.60 5.27 3.08
S: -1.75 5.10 1.91
O: -1.37 3.95 1.05
O: -2.00 6.38 1.26
O: -2.85 4.62 3.08
H: -2.37 4.99 5.21
H: -2.65 3.30 4.77
H: -0.44 3.29 3.56
H: -0.10 4.32 4.86
C: -4.83 -0.73 4.19
C: -4.16 0.18 5.17
O: -4.02 1.41 4.42
S: -3.60 1.17 2.86
O: -2.13 0.96 2.77
O: -4.24 2.14 1.99
O: -4.45 -0.31 2.94
H: -5.92 -0.67 4.14
H: -4.47 -1.73 4.45
H: -3.16 -0.22 5.33
H: -4.66 0.42 6.12
C: 2.81 -4.71 -4.81
C: 2.48 -3.20 -4.48
O: 2.38 -3.15 -3.09
S: 3.47 -4.26 -2.38
O: 2.97 -4.85 -1.13
O: 4.90 -3.84 -2.42
O: 3.28 -5.31 -3.63
H: 3.63 -4.93 -5.49
H: 1.94 -5.30 -5.11
H: 1.61 -2.79 -5.00
H: 3.29 -2.50 -4.70
C: -0.19 3.18 -1.84
C: -0.58 4.70 -1.79
O: -0.54 5.17 -3.12
S: -0.07 3.98 -4.18
O: 1.37 3.94 -4.35
O: -0.84 4.03 -5.40
O: -0.47 2.78 -3.14
H: -0.76 2.54 -1.16
H: 0.88 3.27 -1.63
H: 0.03 5.27 -1.09
H: -1.64 4.74 -1.54
C: -1.50 -5.13 -2.03
C: -0.29 -4.44 -1.49
O: -0.45 -4.67 -0.10
S: -2.08 -4.53 0.31
O: -2.47 -3.14 0.06
O: -2.46 -5.17 1.53
O: -2.35 -5.52 -0.97
H: -1.31 -6.11 -2.47
H: -2.14 -4.45 -2.59
H: -0.30 -3.37 -1.66
H: 0.63 -4.77 -1.97

Löwdin population analysis, charges in e, atoms 1 to 5:
1 C -0.163
2 C -0.203
3 C -0.183
4 O -0.118
5 C -0.199

Record 3
# C27H28ClFHfN2O11

A structure of composition C27H28ClFHfN2O11 in a non-equilibrium geometry (ωB97M-V/def2-TZVPD, OMol25).

Properties
- Kohn-Sham gap: 7.471 eV
- Energy relative to the best compared isomer or geometry (same formula, charge and spin): 29.2 kcal per mole
- Lowest unoccupied orbital energy: -0.72 eV
- HOMO energy: -8.19 eV

Cartesian coordinates (Å):
Hf: 3.95 -4.36 19.98
C: 6.23 -3.40 20.38
C: 5.91 -4.17 21.57
C: 4.86 -3.52 22.21
C: 4.43 -2.42 21.45
C: 5.35 -2.28 20.36
C: 5.36 -1.16 19.43
C: 3.37 -1.44 21.76
C: 4.32 -3.96 23.51
C: 6.66 -5.46 21.96
C: 7.28 -3.81 19.38
H: 5.83 -1.42 18.50
H: 5.97 -0.36 19.84
H: 4.36 -0.71 19.20
H: 2.89 -1.07 20.80
H: 3.81 -0.51 22.13
H: 2.63 -1.76 22.49
H: 3.96 -3.13 24.16
H: 5.04 -4.50 24.11
H: 3.52 -4.67 23.32
H: 6.03 -6.18 22.48
H: 7.52 -5.28 22.71
H: 7.01 -6.00 21.06
H: 7.98 -4.54 19.82
H: 7.85 -2.98 19.01
H: 6.96 -4.32 18.43
O: 3.62 -9.30 21.82
C: 2.97 -8.15 21.72
O: 3.15 -7.19 22.43
C: 1.90 -8.24 20.61
O: 1.45 -7.01 20.17
C: 0.59 -6.19 20.92
C: 1.10 -4.83 21.37
O: 0.36 -4.00 21.82
O: 2.41 -4.60 21.31
H: 4.13 -9.35 22.61
H: 1.01 -8.81 20.95
H: 2.37 -8.71 19.73
H: 0.15 -6.61 21.77
H: -0.28 -5.94 20.28
Cl: -1.95 -1.64 14.43
C: -0.72 -2.20 15.50
C: -0.62 -3.54 15.79
C: 0.36 -3.94 16.66
C: 1.11 -3.05 17.37
C: 0.93 -1.67 17.18
C: 0.10 -1.25 16.18
C: 2.13 -3.54 18.32
O: 2.84 -2.76 18.97
O: 2.29 -4.81 18.55
H: -1.20 -4.18 15.17
H: 0.50 -4.99 16.78
H: 1.56 -1.02 17.76
H: -0.20 -0.19 16.16
F: 3.12 -5.72 13.10
C: 3.48 -5.38 14.32
C: 3.81 -6.40 15.21
N: 4.31 -6.18 16.49
C: 4.39 -7.33 17.52
C: 5.13 -7.07 18.85
O: 6.27 -7.43 18.96
O: 4.48 -6.36 19.78
C: 4.40 -4.86 16.88
O: 4.85 -4.48 17.97
N: 4.14 -3.86 15.99
C: 3.75 -4.02 14.63
O: 3.57 -3.08 13.86
H: 3.86 -7.51 14.95
H: 5.02 -8.06 16.99
H: 3.38 -7.64 17.65
H: 4.63 -2.99 16.27

Löwdin population analysis, charges in e, atoms 1 to 5:
1 Hf 1.783
2 C -0.266
3 C -0.262
4 C -0.309
5 C -0.305

Record 4
# C3H10OSi

An isolated molecule of C3H10OSi in a non-equilibrium geometry (ωB97M-V/def2-TZVPD, OMol25).

Properties
- Kohn-Sham gap: 10.215 eV
- Energy relative to the best compared isomer or geometry (same formula, charge and spin): 81.8 kcal per mole
- Lowest unoccupied orbital energy: 0.90 eV
- HOMO energy: -9.31 eV
- Structure (SMILES): CC[SiH2]OC

Cartesian coordinates (Å):
C: 1.12 -2.16 -0.35
C: -1.74 1.72 -0.04
C: 0.46 -1.14 0.69
O: -0.86 0.79 -0.07
Si: 0.73 0.81 0.08
H: 2.23 -2.34 -0.04
H: 0.48 -2.80 -0.84
H: 1.44 -1.24 -0.90
H: -2.32 1.86 -1.05
H: -1.43 2.71 0.39
H: -2.71 1.40 0.45
H: -0.49 -1.08 0.44
H: 1.49 1.87 0.75
H: 0.39 -1.14 1.85
H: 1.22 0.75 -1.35

Löwdin population analysis, charges in e, atoms 1 to 5:
1 C -0.126
2 C -0.280
3 C -0.277
4 O -0.352
5 Si 0.649

Record 5
# C2H2BrN3O

An isolated molecule of C2H2BrN3O in a non-equilibrium geometry (ωB97M-V/def2-TZVPD, OMol25).

Properties
- Kohn-Sham gap: 9.260 eV
- Energy relative to the best compared isomer or geometry (same formula, charge and spin): 16.0 kcal per mole
- Lowest unoccupied orbital energy: -0.73 eV
- HOMO energy: -9.98 eV
- Structure (SMILES): C=N/N=N\C(=O)Br

Cartesian coordinates (Å):
C: -1.90 0.76 -0.31
C: 1.70 -0.92 0.14
N: -0.75 1.48 -0.36
N: 0.45 1.10 -0.07
N: 0.91 0.03 0.27
O: -2.91 0.97 -0.85
Br: -1.81 -0.90 0.96
H: 2.27 -1.40 1.00
H: 2.04 -1.11 -0.78

Löwdin population analysis, charges in e, atoms 1 to 5:
1 C -0.804
2 C 0.047
3 N 0.036
4 N 0.033
5 N -0.060

Record 6
# C5H6O

A cluster of 2 separate species, C5H6O in total (ωB97M-V/def2-TZVPD, OMol25).

Properties
- Kohn-Sham gap: 9.729 eV
- Energy relative to the best compared isomer or geometry (same formula, charge and spin): 65.7 kcal per mole
- Lowest unoccupied orbital energy: 0.84 eV
- HOMO energy: -8.89 eV
- Structure (SMILES): CC=C=O.C#C

Cartesian coordinates (Å):
C: 1.00 0.97 -0.76
C: 0.63 -0.28 -1.53
C: -0.48 -0.96 -1.35
O: -1.46 -1.57 -1.19
C: -1.25 -0.80 1.85
C: -0.89 0.12 2.54
H: 1.14 1.82 -1.43
H: 1.92 0.82 -0.20
H: 0.21 1.23 -0.04
H: 1.31 -0.68 -2.28
H: -1.56 -1.60 1.22
H: -0.58 0.93 3.17

Löwdin population analysis, charges in e, atoms 1 to 5:
1 C -0.108
2 C -0.149
3 C -0.215
4 O 0.132
5 C -0.003

Which total energy belongs to each record? In order, -90906.34536; -173426.98980; -70509.15474; -13195.12728; -78662.62536; -7326.43411 eV.